55
Properties=species:S:1:pos:R:3:forces:R:3 method="wB97M-V/def2-TZVPD" spin_multiplicity=3 de_lowest_ev=5.614 s_squared=2.0327 homo_energy_ha="0.013 / -0.046" lumo_ev="4.017 / 3.948" charge=-2
Pt -0.536 -0.331 1.138 -0.801 -2.287 -1.480
N 3.876 6.180 -3.070 0.072 -0.223 -0.131
C 3.246 5.044 -2.534 0.040 0.110 -0.084
C 1.976 4.678 -2.970 -0.016 -0.102 0.005
C 1.363 3.535 -2.477 -0.043 0.088 -0.157
C 2.016 2.761 -1.536 0.258 0.261 0.795
C 3.278 3.127 -1.081 -0.033 0.049 -0.134
C 3.903 4.249 -1.596 0.000 -0.057 0.026
S 1.206 1.456 -0.651 0.636 -1.081 -0.899
O 0.213 0.969 -1.607 -0.216 0.461 -0.093
O 2.150 0.405 -0.349 0.570 0.783 0.350
N 0.600 2.290 0.638 0.165 -1.378 -0.088
C 0.559 1.473 1.854 0.625 0.532 0.652
N 1.715 1.076 2.325 -0.141 -0.091 0.377
C 1.697 0.164 3.371 -0.026 0.323 0.053
C 0.499 -0.321 3.896 0.268 0.477 -0.052
C -0.688 0.239 3.445 0.459 0.717 0.074
N -0.705 1.288 2.471 0.524 -0.221 -0.560
H 3.249 6.875 -3.438 0.001 0.061 0.091
H 4.612 6.563 -2.501 -0.083 0.085 0.058
H 1.445 5.303 -3.680 0.046 -0.008 -0.034
H 0.368 3.272 -2.807 -0.015 -0.091 0.093
H 3.740 2.529 -0.305 0.036 0.007 -0.015
H 4.892 4.531 -1.251 -0.005 0.007 0.005
H 2.666 -0.199 3.686 -0.028 -0.060 0.043
H 0.482 -1.098 4.651 0.025 0.001 0.008
H -1.639 0.085 3.934 -0.041 -0.215 -0.120
Te -3.076 1.020 -0.855 -1.620 -3.139 -0.686
Te -4.174 3.572 -0.938 -1.947 2.386 -0.471
Te -5.178 6.080 -0.945 0.244 0.045 0.069
Te -1.442 2.827 -0.163 0.654 3.560 1.145
C -3.850 -4.460 1.509 -0.074 -0.093 0.069
C -4.021 -3.154 1.954 0.035 0.035 -0.084
C -3.538 -2.092 1.200 -0.225 -0.074 -0.058
C -2.882 -2.310 -0.013 0.722 -0.262 -0.277
C -2.727 -3.634 -0.445 -0.373 0.158 0.073
C -3.214 -4.702 0.301 0.050 0.083 -0.134
Si -1.651 -0.994 -0.709 -1.475 0.199 0.534
C 0.028 -2.043 0.051 0.943 -0.770 0.818
C 0.077 -3.127 0.964 0.093 -0.080 -0.258
C 0.766 -4.293 0.681 -0.060 0.019 -0.030
C 1.324 -4.484 -0.581 0.068 -0.050 0.077
C 1.250 -3.468 -1.516 -0.076 0.018 -0.002
C 0.648 -2.254 -1.193 0.372 0.075 0.357
H -4.209 -5.290 2.108 0.010 0.011 0.006
H -4.500 -2.967 2.909 -0.048 0.012 -0.030
H -3.668 -1.077 1.561 0.134 0.029 0.009
H -2.192 -3.825 -1.371 0.060 -0.052 0.039
H -3.056 -5.718 -0.042 -0.040 -0.007 0.003
H -1.537 -1.182 -2.167 0.366 -0.354 0.114
H -0.419 -3.046 1.922 -0.033 0.093 -0.002
H 0.857 -5.059 1.443 -0.072 -0.054 -0.047
H 1.824 -5.416 -0.817 -0.002 0.008 -0.027
H 1.676 -3.605 -2.503 0.052 0.032 0.017
H 0.702 -1.441 -1.903 -0.034 0.022 -0.006



30
Properties=species:S:1:pos:R:3:forces:R:3 method="wB97M-V/def2-TZVPD" smiles=Cc1ccccc1.Cc1ccccc1 de_lowest_ev=0.810 homo_energy_ha=-0.325 lumo_ev=0.922
C -1.483 0.574 2.743 0.344 -0.313 1.391
C -1.850 0.729 1.323 -0.577 -0.495 -1.291
C -2.071 -0.385 0.494 -0.266 0.395 0.697
C -2.631 -0.237 -0.776 1.064 0.069 -0.052
C -2.553 1.016 -1.369 -1.051 0.136 -0.153
C -2.255 2.118 -0.598 -0.242 0.683 0.820
C -2.085 1.992 0.775 1.516 -0.220 -0.216
H -0.704 1.274 3.054 -0.301 0.204 0.048
H -1.129 -0.398 3.100 0.163 -0.220 -0.818
H -2.371 0.673 3.371 -0.050 0.600 0.059
H -1.783 -1.335 0.928 -0.498 -0.298 -0.204
H -3.016 -1.070 -1.346 0.288 -0.202 0.014
H -2.878 1.186 -2.388 0.129 -0.242 -0.089
H -2.218 3.126 -0.995 -0.109 -0.159 -0.303
H -1.819 2.869 1.357 -0.350 0.030 0.075
C 1.993 -2.111 1.134 -0.297 -1.189 -1.737
C 2.074 -1.274 -0.139 0.466 0.154 1.555
C 1.271 -1.534 -1.232 0.585 0.700 -0.047
C 1.271 -0.636 -2.312 -0.471 -1.130 0.813
C 2.030 0.514 -2.226 1.249 0.191 -0.210
C 2.917 0.733 -1.155 -1.139 -0.504 -0.576
C 2.927 -0.175 -0.105 -0.121 0.801 -0.368
H 1.940 -3.157 0.790 -0.074 0.095 0.332
H 1.048 -1.921 1.637 0.178 0.194 0.426
H 2.879 -2.063 1.754 -0.080 0.431 0.283
H 0.684 -2.439 -1.196 -0.279 -0.032 -0.334
H 0.642 -0.964 -3.130 0.092 0.689 -0.371
H 2.160 1.237 -3.023 -0.633 -0.186 -0.259
H 3.491 1.643 -1.249 0.344 -0.087 0.552
H 3.521 0.014 0.780 0.120 -0.096 -0.036



12
Properties=species:S:1:pos:R:3:forces:R:3 method="wB97M-V/def2-TZVPD" spin_multiplicity=2 de_lowest_ev=0.574 s_squared=0.7531 homo_energy_ha="-0.801 / -0.801" lumo_ev="-8.994 / -14.310" charge=+2
C -0.659 -1.000 -0.577 -0.153 -0.361 -0.223
C 1.195 0.539 -0.914 -0.186 -0.348 0.019
N 0.701 -0.628 -0.982 0.069 -0.046 -0.079
H -0.627 -1.725 0.234 0.079 0.044 0.046
H -1.148 -1.474 -1.429 0.047 0.008 0.000
H -1.232 -0.111 -0.326 0.111 0.058 0.035
H 0.574 1.286 -0.427 0.281 0.245 -0.396
H 2.179 0.737 -1.324 0.023 0.135 0.152
H 1.272 -1.375 -1.383 -0.065 0.019 -0.118
S -0.542 1.832 2.290 -0.066 0.172 0.352
H -1.623 1.151 1.832 -0.105 0.032 0.124
H -0.090 0.768 3.008 -0.036 0.041 0.087



53
Properties=species:S:1:pos:R:3:forces:R:3 method="wB97M-V/def2-TZVPD" de_lowest_ev=17.910 homo_energy_ha=-0.301 lumo_ev=-0.777
C -0.581 -0.030 -4.472 -5.884 1.268 1.323
C -0.642 -1.344 -3.854 -0.259 -4.993 2.559
C 0.738 -1.938 -3.693 1.519 -3.858 -6.467
H 1.267 -1.897 -4.802 -1.288 0.346 2.026
H 0.650 -3.101 -3.768 0.404 1.883 1.374
C 1.785 -1.403 -2.844 -3.073 5.279 -0.294
N 1.396 -1.579 -1.536 -5.444 -0.067 10.774
C 0.476 -0.713 -0.642 3.140 0.925 -2.721
N 0.118 -1.226 0.530 -1.556 6.369 -1.853
C 0.552 -2.400 0.455 0.120 -1.234 0.373
C 1.199 -2.843 -0.522 5.710 0.302 -13.011
C 1.615 -4.199 -0.936 1.933 4.608 -5.138
O 2.166 -4.395 -2.192 -2.736 -0.121 7.013
N 1.481 -4.921 0.171 2.866 -5.855 -4.109
C 0.722 -4.699 1.244 2.956 2.421 0.949
O 0.839 -5.534 2.117 -2.453 0.714 1.358
N 0.443 -3.286 1.330 -3.923 -7.624 10.976
C -0.178 -3.004 2.661 -5.879 -3.463 -1.312
H -1.389 -2.602 2.608 3.254 -1.430 -0.347
H -0.182 -3.892 3.404 0.161 1.161 -1.959
H 0.210 -2.265 3.162 2.837 4.225 2.163
C 2.118 -6.379 -0.031 -5.029 0.047 1.839
H 1.531 -6.721 -0.905 1.139 0.130 -0.042
H 3.206 -6.295 -0.200 -0.778 -0.330 0.618
H 1.437 -6.981 0.867 3.384 1.438 -2.203
S 0.332 1.069 -1.067 2.042 -3.007 -4.424
C -0.329 1.625 0.298 -4.366 -1.926 10.090
C -0.817 3.001 0.621 4.757 0.021 -13.647
C -0.505 3.752 -0.663 -2.091 1.163 3.451
C -0.968 5.247 -0.677 0.439 -13.890 13.360
O -1.009 5.900 -1.517 0.266 11.709 -15.293
N -1.640 5.597 0.489 0.918 -1.937 1.918
C -1.673 4.942 1.730 4.755 -3.379 -8.804
C -2.203 5.504 2.707 -2.306 -3.052 8.325
C -2.330 4.740 3.915 -0.114 0.970 3.996
C -1.980 3.415 4.208 -0.039 -0.047 -7.313
C -1.633 2.805 2.848 4.395 0.387 2.892
C -1.046 3.623 1.752 -6.872 0.593 6.929
H -1.164 1.762 2.934 -1.230 1.182 -0.450
H -1.990 2.719 5.019 -0.459 0.501 0.733
H -2.617 5.345 4.844 0.234 -0.599 -1.447
H -2.231 6.457 2.905 -1.057 5.277 0.094
H -1.751 6.552 0.501 -0.852 2.557 0.196
H -0.182 3.397 -1.699 -0.525 0.058 1.898
H -1.244 0.793 0.703 2.397 2.261 -1.186
H 0.364 1.551 1.202 -0.251 -0.721 -1.074
H 2.734 -1.722 -2.882 3.307 -1.471 -1.093
H 1.803 -0.143 -3.051 0.198 -3.276 0.660
H -1.146 -1.480 -2.795 0.612 0.981 -1.902
H -1.132 -2.292 -4.423 0.440 2.917 0.630
H -0.275 -0.115 -5.451 1.294 0.411 -1.973
H -1.738 0.239 -4.537 2.057 -0.027 -0.300
H -0.257 0.760 -3.818 0.932 0.202 -0.155



57
Properties=species:S:1:pos:R:3:forces:R:3 method="wB97M-V/def2-TZVPD" smiles="CCn1cc(CN2CCC(C(=O)Nc3ccc(Oc4ccccc4)nc3)CC2)cn1" de_lowest_ev=2.515 homo_energy_ha=-0.288 lumo_ev=0.665
C 3.379 -2.222 1.527 -0.181 0.078 -0.139
C 2.094 -1.809 0.818 0.193 -0.608 0.365
N 2.023 -0.378 0.673 -0.115 0.446 -0.410
C 2.000 0.338 -0.467 0.001 0.323 -0.044
C 1.885 1.669 -0.111 0.157 -0.044 0.014
C 1.789 2.896 -0.961 0.121 -0.172 0.023
N 0.565 2.914 -1.759 0.109 0.385 -0.002
C 0.727 2.224 -3.036 0.118 -0.179 -0.178
C -0.378 2.587 -4.034 -0.040 -0.038 0.066
C -1.703 2.915 -3.335 -0.098 -0.071 -0.182
C -2.270 1.641 -2.704 0.135 0.505 0.019
O -3.133 0.995 -3.261 -0.246 -0.296 -0.198
N -1.703 1.326 -1.513 0.026 0.194 0.170
C -1.885 0.174 -0.755 -0.159 -0.496 0.259
C -2.698 -0.902 -1.130 0.059 0.052 0.018
C -2.735 -2.020 -0.328 0.227 -0.089 0.397
C -1.950 -2.049 0.833 0.033 0.822 -0.591
O -1.977 -3.201 1.536 -0.135 -0.294 0.163
C -1.226 -3.480 2.653 0.218 -0.214 0.288
C -1.268 -4.821 3.038 -0.087 0.180 -0.196
C -0.561 -5.252 4.142 -0.008 0.008 -0.017
C 0.199 -4.355 4.875 0.107 0.009 0.129
C 0.233 -3.025 4.497 0.007 -0.212 0.083
C -0.477 -2.575 3.395 -0.091 0.302 -0.065
N -1.216 -1.016 1.209 -0.291 -0.756 0.157
C -1.197 0.063 0.448 -0.168 0.252 -0.439
C -1.493 4.079 -2.351 0.161 0.120 -0.003
C -0.020 4.231 -1.950 -0.155 0.252 -0.001
C 1.856 1.634 1.294 0.051 -0.044 -0.437
N 1.941 0.398 1.743 -0.066 -0.295 0.843
H 4.251 -1.944 0.939 0.098 0.014 -0.031
H 3.387 -3.297 1.683 0.014 -0.121 0.029
H 3.433 -1.724 2.491 0.035 0.000 0.090
H 1.231 -2.134 1.406 0.047 0.055 -0.201
H 2.036 -2.254 -0.178 -0.074 0.106 0.069
H 2.069 -0.134 -1.426 0.007 -0.148 -0.184
H 2.680 2.980 -1.607 -0.143 0.120 0.052
H 1.782 3.760 -0.292 0.019 -0.031 -0.097
H 0.712 1.149 -2.837 0.035 0.008 -0.064
H 1.704 2.464 -3.488 -0.058 -0.036 0.099
H -0.078 3.461 -4.617 0.003 -0.029 -0.021
H -0.521 1.761 -4.731 0.031 0.053 -0.051
H -2.429 3.202 -4.101 0.047 -0.130 0.164
H -0.928 1.932 -1.219 -0.027 -0.118 -0.110
H -3.276 -0.847 -2.038 -0.009 -0.003 -0.019
H -3.343 -2.874 -0.578 -0.064 -0.088 -0.049
H -1.863 -5.506 2.454 -0.062 -0.067 -0.070
H -0.602 -6.292 4.430 -0.012 -0.083 0.009
H 0.756 -4.692 5.736 0.048 -0.026 0.074
H 0.818 -2.316 5.064 0.045 0.077 0.045
H -0.447 -1.536 3.118 0.034 -0.098 0.068
H -0.593 0.878 0.821 0.094 0.163 -0.072
H -2.102 3.920 -1.460 0.001 0.069 0.003
H -1.825 5.011 -2.810 -0.045 -0.004 0.017
H 0.038 4.784 -1.010 0.065 -0.021 -0.080
H 0.527 4.811 -2.711 0.006 0.032 0.055
H 1.781 2.457 1.978 -0.019 0.182 0.185



27
Properties=species:S:1:pos:R:3:forces:R:3 method="wB97M-V/def2-TZVPD" spin_multiplicity=2 de_lowest_ev=0.526 s_squared=0.7714 homo_energy_ha="0.026 / -0.104" lumo_ev="3.930 / 3.791" charge=-1
C 1.604 2.318 0.057 -0.692 0.567 0.359
C 1.212 2.547 1.535 0.592 0.264 -0.052
H 1.641 3.237 -0.536 -0.070 0.023 0.116
H 2.595 1.874 0.024 -0.136 -0.313 -0.295
H 0.825 1.685 -0.367 0.450 -0.300 -0.349
H 2.005 2.067 2.115 -0.561 -0.103 0.432
H 0.223 2.167 1.772 0.099 -0.490 0.029
H 1.170 3.585 1.864 0.260 0.265 -0.266
C 1.694 -1.178 -1.805 -0.318 1.206 -0.248
C 1.222 -1.589 0.677 0.476 -1.249 -0.037
C 0.823 -1.358 -0.634 -1.217 0.900 1.294
C -1.032 -1.316 0.752 0.824 0.631 -0.909
C -0.572 -1.029 -0.562 0.160 -0.970 -0.462
C -2.328 -0.960 1.117 0.666 -0.576 0.836
C -1.499 -0.580 -1.557 0.241 0.240 -0.470
C -3.167 -0.399 0.136 -1.740 -0.267 -0.206
C -2.831 -0.257 -1.199 1.280 0.043 0.837
N 0.064 -1.762 1.458 -0.811 0.849 -0.610
H 2.165 -2.020 0.970 0.044 -0.189 0.247
H -0.039 -2.150 2.360 0.408 -0.077 0.761
H 1.198 -1.613 -2.673 0.332 -0.089 -0.234
H 2.704 -1.542 -1.665 0.143 -0.377 -0.017
H -2.646 -1.123 2.138 -0.283 0.066 0.047
H -1.098 -0.487 -2.559 -0.304 0.209 -0.182
H -4.208 -0.266 0.448 0.205 0.353 -0.183
H -3.511 0.234 -1.883 -0.092 -0.241 -0.152
H 1.784 -0.084 -1.984 0.042 -0.376 -0.286



79
Properties=species:S:1:pos:R:3:forces:R:3 method="wB97M-V/def2-TZVPD" smiles="N[C@@H](CC(N)(N)N)OC(=O)CCCCCCCSc1nnco1.CCOC(=O)OC.CCOC(=O)OC" homo_energy_ha=-0.347 lumo_ev=0.409
N -4.177 -2.291 -2.646 0.162 0.172 0.085
C -2.737 -2.119 -2.804 0.006 -0.095 0.141
C -1.987 -3.447 -2.973 0.036 0.012 -0.266
C -0.927 -3.713 -1.896 -0.085 0.078 -0.114
N 0.027 -2.597 -1.873 -0.107 0.050 0.018
N -0.185 -4.900 -2.282 -0.087 0.013 0.114
N -1.537 -3.883 -0.564 0.229 -0.040 0.141
O -2.463 -1.330 -3.970 0.025 0.133 0.036
C -2.456 0.039 -3.824 -0.002 -0.170 0.165
O -3.305 0.700 -4.341 -0.063 0.137 -0.179
C -1.287 0.583 -3.039 0.081 0.013 -0.045
C -1.139 2.097 -3.140 0.049 0.015 0.142
C -0.140 2.663 -2.124 -0.052 -0.046 -0.119
C -0.633 2.611 -0.683 -0.016 0.101 0.176
C 0.340 3.233 0.324 -0.044 -0.033 -0.082
C -0.297 3.471 1.703 0.020 -0.204 -0.068
C 0.637 3.144 2.868 0.021 0.549 -0.167
S 0.828 1.367 3.157 0.216 -0.196 0.063
C -0.323 1.136 4.437 -0.340 0.064 0.067
N -1.564 1.489 4.515 0.310 0.007 -0.109
N -2.012 1.082 5.767 0.330 -0.118 0.171
C -1.008 0.502 6.325 -0.389 0.019 0.109
O 0.101 0.496 5.561 -0.038 -0.014 -0.044
H -4.628 -1.975 -3.498 -0.047 -0.212 -0.039
H -4.528 -1.698 -1.904 -0.017 0.068 -0.050
H -2.371 -1.582 -1.920 0.083 -0.124 -0.040
H -1.476 -3.427 -3.938 -0.051 -0.024 0.070
H -2.715 -4.262 -2.968 0.021 0.055 0.004
H -0.211 -1.977 -1.107 0.037 -0.022 0.047
H 0.947 -2.965 -1.663 0.019 0.014 -0.040
H -0.803 -5.597 -2.679 -0.013 -0.016 0.030
H 0.263 -5.306 -1.466 0.041 0.004 -0.028
H -1.719 -4.859 -0.375 -0.135 -0.028 -0.062
H -2.412 -3.383 -0.467 -0.059 0.013 -0.026
H -0.392 0.062 -3.394 -0.034 0.015 0.070
H -1.408 0.271 -1.997 -0.017 0.030 -0.041
H -0.810 2.349 -4.153 -0.099 0.007 0.065
H -2.113 2.574 -2.993 0.056 -0.063 -0.063
H 0.051 3.711 -2.376 0.059 -0.059 -0.012
H 0.815 2.134 -2.219 -0.003 0.053 0.048
H -1.591 3.144 -0.620 0.046 -0.065 -0.021
H -0.826 1.580 -0.365 -0.065 0.041 -0.037
H 1.209 2.574 0.433 -0.011 0.018 -0.074
H 0.712 4.177 -0.088 0.064 -0.049 0.100
H -0.620 4.510 1.798 -0.025 -0.032 -0.021
H -1.189 2.844 1.792 -0.012 0.121 0.119
H 0.316 3.636 3.788 -0.021 -0.233 0.009
H 1.655 3.494 2.668 -0.114 0.015 -0.044
H -0.973 0.031 7.297 0.039 0.068 -0.159
C -0.377 5.063 6.945 0.132 0.014 0.004
C -1.462 6.114 6.876 -0.139 -0.156 -0.081
O -1.025 7.367 7.431 -0.039 0.093 -0.022
C -0.263 8.106 6.629 0.261 -0.173 0.181
O 0.071 7.825 5.506 -0.081 0.056 -0.102
O 0.107 9.198 7.297 -0.093 0.069 -0.021
C 0.963 10.080 6.564 0.019 0.059 0.011
H -0.022 4.944 7.969 -0.049 -0.032 0.011
H -0.768 4.106 6.596 -0.033 -0.007 0.010
H 0.472 5.339 6.319 -0.030 0.012 -0.027
H -2.320 5.831 7.481 0.018 0.039 0.038
H -1.798 6.274 5.852 0.041 0.014 -0.010
H 0.515 10.347 5.610 0.003 -0.015 -0.015
H 1.931 9.613 6.393 -0.012 -0.020 -0.031
H 1.078 10.961 7.188 -0.006 -0.012 0.017
C 2.700 -5.275 -5.462 0.055 -0.091 -0.087
C 2.561 -6.198 -4.271 -0.054 0.236 0.068
O 2.608 -7.584 -4.661 -0.003 -0.066 0.084
C 3.824 -8.072 -4.889 -0.068 0.089 -0.356
O 4.865 -7.478 -4.777 0.061 -0.018 0.133
O 3.694 -9.332 -5.309 -0.006 -0.050 0.109
C 4.928 -9.978 -5.630 0.014 -0.062 -0.010
H 1.945 -5.510 -6.213 -0.025 0.028 0.017
H 2.559 -4.243 -5.142 -0.016 0.004 0.016
H 3.685 -5.367 -5.917 0.006 0.009 0.028
H 1.589 -6.067 -3.805 -0.007 -0.069 0.008
H 3.334 -6.006 -3.527 0.043 -0.047 -0.032
H 5.623 -9.921 -4.795 0.011 0.019 0.001
H 5.379 -9.520 -6.509 0.016 0.029 0.021
H 4.672 -11.013 -5.838 -0.020 0.007 -0.003



22
Properties=species:S:1:pos:R:3:forces:R:3 method="wB97M-V/def2-TZVPD" smiles=CC(C)C.CC de_lowest_ev=2.014 homo_energy_ha=-0.398 lumo_ev=1.117
C -1.869 1.581 -1.737 1.227 -1.786 -2.122
C -0.788 0.921 -0.793 0.245 0.457 1.474
C -1.598 0.131 0.381 0.274 1.777 -1.948
C 0.179 -0.114 -1.545 -2.784 0.136 -1.276
H -1.985 2.684 -1.816 0.354 -0.821 0.405
H -2.840 1.093 -1.605 0.016 0.389 0.408
H -1.587 1.158 -2.776 -0.444 1.189 1.167
H -0.154 1.723 -0.266 -0.957 -0.950 -0.781
H -1.969 -0.838 0.006 0.145 0.389 0.293
H -0.939 0.050 1.204 0.234 -0.585 0.874
H -2.426 0.783 0.703 0.122 -0.400 -0.192
H 0.414 0.163 -2.650 -0.084 -0.283 2.139
H 0.975 -0.571 -0.967 0.176 0.891 -0.438
H -0.575 -0.938 -1.579 0.754 0.001 -0.732
C 1.245 -1.109 1.196 3.423 -1.591 2.678
C 2.533 -0.834 2.163 -3.139 -0.813 -0.452
H 1.577 -1.656 0.349 0.206 -0.128 -0.879
H 0.530 -1.749 1.676 -0.375 -0.158 0.555
H 0.834 -0.194 1.030 -1.036 2.179 -1.056
H 2.396 0.149 2.625 -0.237 -0.657 0.853
H 3.414 -0.687 1.637 1.674 -0.117 -1.474
H 2.630 -1.748 2.765 0.206 0.880 0.505